(1)
{"formula": "C10H20F6N4O6Ti", "method": "wB97M-V/def2-TZVPD", "species": ["Ti", "C", "O", "O", "C", "F", "F", "F", "C", "C", "H", "H", "H", "H", "H", "H", "C", "O", "O", "C", "F", "F", "F", "C", "C", "H", "H", "H", "H", "H", "H", "C", "O", "N", "N", "H", "H", "H", "H", "C", "O", "N", "N", "H", "H", "H", "H"], "positions_angstrom": [[-16.949, -15.273, 14.320], [-16.233, -13.454, 11.986], [-15.255, -13.997, 12.888], [-17.399, -13.436, 12.658], [-15.721, -12.142, 11.366], [-16.698, -11.333, 10.924], [-15.009, -11.401, 12.270], [-14.862, -12.383, 10.342], [-13.976, -14.411, 12.449], [-13.891, -15.594, 11.472], [-14.178, -15.409, 10.438], [-12.881, -16.011, 11.455], [-14.516, -16.407, 11.853], [-13.423, -14.575, 13.372], [-13.504, -13.546, 11.967], [-16.297, -14.140, 11.120], [-15.255, -16.802, 16.814], [-16.482, -16.753, 17.604], [-15.535, -16.570, 15.527], [-14.006, -16.124, 17.451], [-12.913, -16.361, 16.683], [-14.148, -14.786, 17.549], [-13.710, -16.681, 18.658], [-16.400, -17.177, 18.941], [-17.744, -16.960, 19.626], [-17.776, -17.023, 20.715], [-18.218, -16.009, 19.387], [-18.389, -17.768, 19.267], [-15.645, -16.672, 19.558], [-16.099, -18.214, 19.143], [-15.004, -17.880, 16.867], [-18.947, -16.854, 12.165], [-19.000, -16.344, 13.285], [-19.510, -18.074, 11.906], [-18.348, -16.226, 11.130], [-19.560, -18.366, 10.948], [-20.268, -18.297, 12.528], [-18.215, -16.638, 10.227], [-18.062, -15.263, 11.253], [-18.388, -13.711, 16.561], [-18.850, -14.662, 15.903], [-17.524, -13.956, 17.578], [-18.781, -12.413, 16.413], [-17.102, -14.878, 17.644], [-17.237, -13.210, 18.182], [-19.573, -12.307, 15.804], [-18.429, -11.751, 17.070]], "forces_ev_per_a": [[0.2, 0.0, -0.3], [-1.8, -1.4, 0.5], [0.1, -0.5, 0.3], [0.9, 0.1, -0.4], [0.4, 0.9, 1.4], [0.2, -0.4, -0.3], [-0.2, -0.2, -0.4], [-0.3, 0.1, -0.1], [0.5, 0.9, -0.9], [-0.3, -0.6, 0.8], [-0.1, 0.4, 0.1], [0.1, 0.3, 0.1], [-0.1, 0.0, 0.0], [0.0, -0.4, -0.1], [0.2, 0.0, 0.1], [0.4, -0.1, -0.4], [-0.8, -2.7, -1.8], [0.5, 0.9, 0.8], [0.1, 1.8, 0.8], [-0.5, 0.0, -1.1], [-0.5, 0.2, 0.3], [0.3, -0.4, 0.6], [0.2, 0.7, -0.2], [0.2, 0.5, 2.1], [-0.9, -0.6, -0.5], [0.6, -0.2, 0.0], [0.1, 0.1, -0.3], [-0.4, 0.3, 0.0], [-0.1, 0.6, -0.5], [-0.1, -0.3, -0.9], [0.5, -0.1, 0.5], [0.0, 1.0, 0.7], [0.1, -0.2, -0.2], [0.1, -0.2, 0.0], [0.2, 0.3, -0.5], [-0.3, -0.1, 0.0], [0.1, -0.2, 0.0], [-0.1, -0.2, 0.0], [0.1, 0.0, 0.5], [-0.4, -1.4, 0.3], [0.5, 1.0, -0.2], [0.1, 0.3, 0.2], [0.0, -1.1, -0.3], [0.0, 0.0, -0.1], [0.3, -0.1, 0.0], [0.1, 0.6, 0.1], [-0.3, 0.6, -0.1]], "spin_multiplicity": 4, "homo_energy_ev": [-0.1, -5.2], "homo_lumo_gap_ev": [3.01, 7.99], "charge": -1}

(2)
{"formula": "C10H20INO2", "method": "wB97M-V/def2-TZVPD", "species": ["C", "C", "C", "C", "C", "C", "C", "C", "C", "C", "N", "O", "O", "I", "H", "H", "H", "H", "H", "H", "H", "H", "H", "H", "H", "H", "H", "H", "H", "H", "H", "H", "H", "H"], "positions_angstrom": [[-0.557, -0.874, 0.728], [1.441, -2.009, 1.604], [-0.818, -3.141, 1.577], [0.414, -2.844, -0.525], [0.206, 2.056, -2.703], [-0.751, 3.418, -0.689], [1.464, 2.299, 0.623], [-1.691, 0.810, -0.584], [0.109, -2.211, 0.817], [-0.060, 2.128, -1.231], [-1.107, -0.543, -0.443], [-0.737, -0.208, 1.707], [1.118, 1.782, -0.639], [-3.341, 0.908, -2.070], [1.959, -3.001, 1.636], [1.224, -1.761, 2.603], [1.931, -1.216, 1.157], [-1.158, -2.776, 2.600], [-1.832, -3.242, 0.959], [-0.264, -4.090, 1.658], [1.100, -2.164, -1.068], [-0.651, -3.102, -1.014], [0.845, -3.706, -0.280], [0.070, 3.072, -3.122], [-0.418, 1.353, -3.095], [1.182, 1.747, -2.862], [-1.603, 3.518, -1.306], [-1.052, 3.340, 0.376], [-0.027, 4.211, -0.731], [2.415, 1.865, 1.042], [0.660, 2.139, 1.575], [1.620, 3.403, 0.688], [-2.084, 1.300, 0.310], [-0.890, -0.930, -1.360]], "forces_ev_per_a": [[0.2, -1.6, 0.6], [-1.7, -2.8, -0.4], [-2.5, 0.0, 0.0], [-3.7, 3.3, -1.2], [-0.9, 2.3, 1.4], [0.9, -2.3, 0.9], [-0.9, 0.4, 4.1], [-1.1, -3.7, 0.1], [0.8, 0.2, 0.8], [2.0, 2.9, 0.6], [-2.0, 4.6, -2.5], [0.0, 1.2, 1.4], [0.9, -0.1, 1.5], [-0.4, -0.2, -0.3], [0.1, 1.0, -0.3], [-0.3, 0.5, 1.3], [1.7, 1.3, -0.9], [0.8, -0.3, -1.3], [2.1, -0.2, 1.2], [-0.7, 0.0, 0.1], [-0.6, -0.7, -0.3], [2.6, 0.7, 0.4], [2.0, -3.7, 0.3], [-0.2, -0.6, -0.2], [-1.9, -1.6, -1.8], [2.0, -0.5, -0.3], [-0.9, 0.7, -0.6], [0.0, -0.1, -0.7], [0.2, 0.7, -0.4], [-1.0, 0.0, -1.0], [1.7, -0.1, -2.9], [-0.2, -0.6, -0.8], [0.8, -0.4, 0.1], [0.1, -0.3, 0.7]], "spin_multiplicity": 3, "homo_energy_ev": [-5.0, -9.1], "homo_lumo_gap_ev": [5.61, 7.27]}

(3)
{"formula": "C10H20N2PPtS", "method": "wB97M-V/def2-TZVPD", "species": ["C", "C", "C", "C", "C", "Pt", "P", "H", "H", "H", "H", "H", "H", "H", "H", "C", "N", "C", "C", "S", "N", "C", "C", "H", "H", "H", "H", "H", "H", "H", "H", "H", "H", "H", "H"], "positions_angstrom": [[-0.240, -0.351, -2.207], [0.713, -1.420, -2.293], [2.002, -0.965, -1.893], [2.026, 0.453, -1.852], [0.671, 1.012, -1.866], [0.136, -0.139, -0.100], [-1.470, -1.515, 0.970], [-1.247, -0.434, -2.433], [0.620, -2.473, -2.564], [2.912, -1.580, -1.805], [0.482, 2.060, -1.815], [3.005, 0.956, -1.852], [-1.187, -2.001, 2.315], [-1.730, -2.861, 0.476], [-3.025, -1.298, 1.418], [-2.089, 2.778, 1.133], [-2.120, 1.982, 2.348], [-3.458, 1.395, 2.724], [-0.944, 1.411, 2.718], [0.452, 1.550, 1.657], [-1.028, 0.743, 3.932], [-1.660, 1.515, 5.066], [0.198, 0.014, 4.333], [-2.895, 3.502, 1.148], [-2.177, 2.186, 0.214], [-1.135, 3.324, 1.112], [-3.336, 0.331, 3.027], [-3.859, 2.025, 3.538], [-4.125, 1.445, 1.837], [-2.731, 1.460, 4.985], [-1.328, 0.974, 5.964], [-1.347, 2.533, 4.988], [0.385, -0.870, 3.685], [1.085, 0.687, 4.318], [0.079, -0.362, 5.359]], "forces_ev_per_a": [[3.9, 2.5, 0.3], [0.8, 0.3, 1.2], [0.7, 0.7, -1.4], [-0.3, -0.6, 0.2], [0.3, -4.4, -1.1], [-1.9, 0.0, 1.4], [-1.3, -0.3, 1.5], [-1.7, 0.2, -0.7], [-0.7, 0.4, 0.2], [-0.6, 0.3, -0.2], [-0.6, 0.3, -0.3], [-0.8, 0.2, 0.4], [-0.1, 0.2, -0.7], [0.1, 0.7, 0.1], [2.3, -0.2, -0.9], [0.0, 0.3, 0.3], [-2.6, 0.7, -0.8], [1.1, 0.3, -0.8], [1.4, -0.4, -0.4], [0.3, -1.0, 0.7], [0.6, -0.9, 1.4], [1.0, -1.8, -0.9], [-0.1, 0.2, -0.1], [-0.4, 0.2, 0.1], [0.1, -0.1, 0.0], [-0.5, -0.2, -0.2], [-0.1, 0.8, 0.0], [-0.3, -0.5, -0.3], [0.3, -0.1, 0.5], [-0.3, 0.0, 0.2], [-0.2, 0.7, 0.0], [0.3, 0.9, 0.4], [-0.1, 0.8, 0.2], [-0.3, -0.5, -0.1], [-0.1, 0.1, -0.2]], "spin_multiplicity": 3, "homo_energy_ev": [-0.6, -2.7], "homo_lumo_gap_ev": [3.59, 5.53], "charge": -1}